Entry 1:
18
Properties=species:S:1:pos:R:3:mulliken_charge:R:1 method="wB97M-V/def2-TZVPD" lumo_ha="-0.0374 / -0.0310" de_lowest_kcal_mol=0.00 largest_force_ev_per_a=3.11 e_homo_ha="-0.3347 / -0.3310" e_tot_ha=-996.4609
C 1.58 2.16 0.78 -0.7315
C -0.74 -0.43 -0.38 0.8791
C -1.19 -1.64 -1.19 -1.4902
C -0.67 -0.80 1.12 -1.2287
O -1.96 1.63 0.73 -0.4425
O 0.47 0.01 -1.04 -0.1809
Si 1.74 0.77 -0.42 0.3457
S -1.99 0.93 -0.58 0.3178
H 0.78 2.52 1.54 0.3181
H 2.52 2.74 0.79 0.3290
H -0.32 -2.26 -1.38 0.3611
H -1.65 -1.36 -2.22 0.3340
H -1.94 -2.24 -0.78 0.4418
H 0.10 -0.18 1.46 0.3098
H -0.33 -1.82 1.24 0.3853
H -1.61 -0.65 1.73 0.3303
H 2.59 1.12 -1.59 -0.1710
H 2.63 -0.49 0.20 -0.1072

---

Entry 2:
111
Properties=species:S:1:pos:R:3:mulliken_charge:R:1 method="wB97M-V/def2-TZVPD" lumo_ha="-0.1037 / -0.0991" de_lowest_kcal_mol=0.00 largest_force_ev_per_a=0.73 charge=+1 e_homo_ha="-0.3167 / -0.3088" e_tot_ha=-3020.1320
Y 0.15 -0.02 -0.11 -0.7113
O 1.48 -0.33 -8.15 -0.4763
C 1.62 0.44 -7.05 0.6646
O 2.24 1.46 -7.10 -0.5537
C 0.97 -0.05 -5.80 0.6884
C 0.61 0.90 -4.84 -0.8572
C 0.07 0.50 -3.64 0.0155
C -0.08 -0.86 -3.33 0.0155
C 0.25 -1.81 -4.30 -0.7885
C 0.77 -1.40 -5.52 -1.1300
N -0.48 -1.19 -2.03 0.4307
C -1.14 -2.33 -1.81 -0.0254
C -1.54 -2.70 -0.50 -0.4154
C -2.20 -3.93 -0.25 -1.2886
C -2.56 -4.26 1.02 -0.6910
C -2.25 -3.38 2.07 -1.0979
C -1.59 -2.21 1.77 -0.3244
N -1.26 -1.84 0.53 1.2169
H 0.85 -1.04 -7.98 0.3339
H 0.75 1.95 -5.07 0.4994
H -0.24 1.25 -2.92 0.3029
H 0.17 -2.86 -4.08 0.4445
H 1.08 -2.16 -6.23 0.3172
H -1.44 -2.98 -2.63 0.5013
H -2.41 -4.60 -1.09 0.5442
H -3.06 -5.20 1.22 0.4467
H -2.49 -3.61 3.10 0.5530
H -1.31 -1.52 2.55 0.5815
C 3.61 -1.73 2.41 -1.5651
C 2.31 -1.10 2.03 0.0107
N 1.68 -1.45 0.91 1.0110
O 2.36 -2.50 0.22 -0.6404
C 1.70 -0.07 2.77 0.3072
C 2.18 0.39 4.11 -1.6410
N 0.60 0.47 2.20 1.3720
O 0.13 1.62 2.93 -0.8842
H 4.31 -1.69 1.57 0.3172
H 3.49 -2.79 2.66 0.2665
H 4.07 -1.22 3.25 0.4790
H 1.65 -3.12 0.00 0.3426
H 2.78 -0.38 4.59 0.5081
H 1.33 0.60 4.77 0.2737
H 2.77 1.30 4.04 0.2463
C 6.79 0.86 -3.38 -1.7182
C 5.53 1.49 -3.99 2.1337
C 5.75 2.99 -4.15 -2.0862
C 5.27 0.89 -5.38 -1.6375
C 4.35 1.18 -3.08 0.3066
C 3.93 -0.14 -2.90 -0.9214
C 2.85 -0.41 -2.09 -0.9362
N 2.16 0.55 -1.45 0.4864
C 2.55 1.82 -1.60 0.1328
C 3.64 2.15 -2.40 -0.6540
C 1.73 2.85 -0.90 0.0836
C 2.00 4.20 -1.04 -0.4898
C 1.21 5.16 -0.41 0.3834
C 0.15 4.67 0.36 -1.1918
C -0.07 3.32 0.44 -1.1631
N 0.69 2.40 -0.17 0.9209
C 1.45 6.65 -0.54 2.0700
C 0.24 7.27 -1.25 -1.5564
C 1.60 7.27 0.86 -1.6434
C 2.71 6.97 -1.35 -2.0321
H 7.64 1.04 -4.04 0.4582
H 6.68 -0.22 -3.26 0.3472
H 7.01 1.29 -2.40 0.3786
H 6.59 3.17 -4.81 0.4452
H 5.99 3.47 -3.20 0.4207
H 4.88 3.49 -4.58 0.4436
H 6.08 1.16 -6.05 0.4807
H 4.33 1.25 -5.80 0.3023
H 5.23 -0.20 -5.34 0.3677
H 4.43 -0.96 -3.39 0.5657
H 2.51 -1.42 -1.93 0.4325
H 3.93 3.19 -2.50 0.5100
H 2.83 4.52 -1.65 0.4439
H -0.51 5.34 0.88 0.6093
H -0.91 2.95 1.01 0.3766
H -0.68 7.12 -0.68 0.3446
H 0.10 6.85 -2.24 0.3655
H 0.39 8.35 -1.36 0.4374
H 0.69 7.14 1.45 0.3232
H 1.79 8.33 0.77 0.4606
H 2.43 6.81 1.40 0.3708
H 2.63 6.61 -2.38 0.4185
H 3.60 6.54 -0.90 0.4201
H 2.85 8.05 -1.39 0.4321
O -1.90 0.36 3.47 -0.3970
B -1.17 1.53 3.29 0.9086
O -1.95 2.67 3.50 -0.5825
C -3.20 2.17 3.79 0.2815
C -4.36 2.86 4.04 -0.8267
C -5.51 2.10 4.28 -0.5287
C -5.47 0.71 4.28 -0.6844
C -4.28 0.02 4.03 -0.8537
C -3.17 0.78 3.78 0.9466
H -4.38 3.94 4.06 0.5148
H -6.44 2.60 4.49 0.4113
H -6.37 0.15 4.49 0.4260
H -4.23 -1.06 4.05 0.6049
C -5.14 -1.39 0.48 -1.1815
N -4.06 -0.66 -0.17 -0.0290
C -3.74 0.60 0.09 0.7711
N -4.47 1.28 0.97 -0.2804
S -2.44 1.38 -0.72 -0.3981
H -5.18 -2.38 0.05 0.3780
H -6.10 -0.90 0.30 0.4382
H -4.96 -1.48 1.55 0.2752
H -3.46 -1.14 -0.82 0.1379
H -5.24 0.87 1.48 0.1640
H -4.24 2.24 1.14 0.2614

---

Entry 3:
48
Properties=species:S:1:pos:R:3:mulliken_charge:R:1 method="wB97M-V/def2-TZVPD" lumo_ha=0.0059 smiles="CCOC(=O)CN(C(=O)COc1nc(C)cc(C)c1C#N)c1cccc(Cl)c1" de_lowest_kcal_mol=20.10 largest_force_ev_per_a=1.04 e_homo_ha=-0.3382 e_tot_ha=-1699.5940
C -3.77 -1.44 -2.48 -0.9043
C -4.44 -0.23 -1.85 -0.4364
O -3.69 0.26 -0.74 -0.2584
C -3.85 -0.36 0.43 0.6947
O -4.61 -1.27 0.62 -0.6245
C -2.97 0.23 1.51 -1.0031
N -1.75 0.83 0.99 0.1794
C -1.52 2.15 1.25 0.6843
O -2.34 2.87 1.77 -0.6817
C -0.12 2.66 0.89 -0.4717
O 0.86 1.71 1.27 -0.3933
C 1.78 1.35 0.37 0.0421
N 1.84 1.95 -0.80 -0.3183
C 2.75 1.57 -1.69 0.2584
C 2.77 2.30 -2.99 -1.5553
C 3.64 0.53 -1.43 -0.7334
C 3.60 -0.12 -0.21 1.1237
C 4.52 -1.26 0.11 -1.6279
C 2.65 0.30 0.72 0.9879
C 2.52 -0.32 1.98 0.0141
N 2.41 -0.83 3.00 -0.5814
C -0.93 0.02 0.18 -0.1617
C -0.73 0.36 -1.16 0.4855
C 0.06 -0.44 -1.96 -0.9922
C 0.65 -1.59 -1.46 -0.5839
C 0.43 -1.92 -0.13 -0.2032
Cl 1.18 -3.34 0.52 -0.1831
C -0.36 -1.14 0.69 -0.4182
H -2.75 -1.19 -2.77 0.1288
H -4.32 -1.75 -3.36 0.4308
H -3.74 -2.26 -1.77 0.2920
H -5.45 -0.50 -1.51 0.3993
H -4.50 0.61 -2.55 0.3188
H -3.52 1.03 2.01 0.5915
H -2.74 -0.55 2.24 0.2484
H 0.04 3.58 1.47 0.4588
H -0.03 2.89 -0.17 0.2919
H 2.78 1.60 -3.83 0.3922
H 3.66 2.92 -3.06 0.3647
H 1.89 2.94 -3.07 0.3426
H 4.36 0.24 -2.18 0.4412
H 3.94 -2.18 0.19 0.2549
H 5.27 -1.39 -0.66 0.4134
H 5.01 -1.10 1.07 0.3746
H -1.20 1.24 -1.56 0.3745
H 0.21 -0.18 -3.00 0.5218
H 1.26 -2.21 -2.08 0.4981
H -0.50 -1.41 1.73 0.5236

---

Entry 4:
8
Properties=species:S:1:pos:R:3:mulliken_charge:R:1 method="wB97M-V/def2-TZVPD" lumo_ha=-0.0247 de_lowest_kcal_mol=65.33 largest_force_ev_per_a=2.82 e_homo_ha=-0.3493 e_tot_ha=-701.2363
C 1.30 0.11 1.03 0.2771
C -0.56 -0.15 -0.83 -0.0065
O -2.89 -1.10 -0.99 -0.5101
O 0.69 0.14 -0.25 -0.2832
O 2.45 0.35 1.13 -0.3770
S -1.77 -0.96 -0.06 0.3039
H 0.59 -0.13 1.84 0.2375
H -0.61 0.20 -1.84 0.3582

---

Entry 5:
34
Properties=species:S:1:pos:R:3:mulliken_charge:R:1 method="wB97M-V/def2-TZVPD" lumo_ha=0.0021 de_lowest_kcal_mol=86.51 largest_force_ev_per_a=3.06 e_homo_ha=-0.2537 e_tot_ha=-3199.2156
Li -0.66 -0.98 -0.16 0.7595
Br -2.71 -3.92 -0.63 -0.8489
C -1.90 1.27 -2.74 -0.6778
O -0.57 0.83 -2.44 -0.2199
C 0.40 1.08 -3.45 -0.6021
C 1.71 0.37 -3.26 -0.4866
O 1.41 -0.88 -2.69 -0.2290
C 2.51 -1.74 -2.40 -0.8345
H -2.56 0.76 -2.04 0.2255
H -2.09 0.96 -3.77 0.3207
H -1.96 2.34 -2.55 0.2725
H 0.49 2.17 -3.55 0.3630
H 0.03 0.69 -4.39 0.3519
H 2.32 1.07 -2.68 0.3223
H 2.15 0.36 -4.26 0.3116
H 3.16 -1.97 -3.24 0.3132
H 2.17 -2.74 -2.10 0.2919
H 3.12 -1.25 -1.64 0.3237
C 1.26 -1.48 3.03 -0.7195
O 0.96 -0.32 2.17 -0.2452
C 0.76 0.90 2.80 -0.6793
C -0.70 0.88 3.36 -0.4271
O -1.51 0.64 2.23 -0.2237
C -2.85 0.38 2.68 -0.8163
H 0.56 -1.51 3.87 0.2863
H 2.19 -1.41 3.58 0.2976
H 1.26 -2.39 2.42 0.2663
H 0.75 1.79 2.18 0.3575
H 1.50 1.04 3.59 0.3313
H -0.79 1.94 3.62 0.3638
H -0.67 0.16 4.18 0.3364
H -3.20 1.15 3.37 0.3299
H -2.99 -0.63 3.07 0.3299
H -3.55 0.45 1.85 0.2549

---

Entry 6:
26
Properties=species:S:1:pos:R:3:mulliken_charge:R:1 method="wB97M-V/def2-TZVPD" lumo_ha=0.0361 smiles=Cc1ccccc1.CCC de_lowest_kcal_mol=12.25 largest_force_ev_per_a=1.36 e_homo_ha=-0.3328 e_tot_ha=-390.6164
C -3.20 -1.26 0.60 -1.3918
C -1.97 -0.54 1.04 0.9391
C -1.10 0.00 0.10 -0.4576
C -0.09 0.85 0.52 -0.3183
C 0.06 1.18 1.86 -0.6422
C -0.76 0.60 2.81 -0.4565
C -1.73 -0.31 2.40 -0.5358
H -3.07 -2.20 0.06 0.3013
H -3.83 -0.66 -0.05 0.3309
H -3.90 -1.46 1.42 0.3473
H -1.23 -0.22 -0.95 0.3951
H 0.54 1.40 -0.17 0.4721
H 0.85 1.87 2.09 0.3793
H -0.58 0.76 3.86 0.3592
H -2.49 -0.62 3.10 0.2745
C 3.23 1.03 -2.12 -1.1901
C 2.04 0.09 -2.32 0.1487
C 2.24 -1.23 -3.03 -1.3522
H 3.83 1.12 -3.02 0.3544
H 2.88 2.01 -1.79 0.3204
H 3.85 0.78 -1.26 0.3050
H 1.22 0.66 -2.76 0.3410
H 1.67 -0.12 -1.33 0.0416
H 2.53 -1.14 -4.08 0.3476
H 1.31 -1.72 -3.06 0.3660
H 2.96 -1.88 -2.53 0.3210

---

Entry 7:
12
Properties=species:S:1:pos:R:3:mulliken_charge:R:1 method="wB97M-V/def2-TZVPD" lumo_ha=0.0258 de_lowest_kcal_mol=112.76 largest_force_ev_per_a=4.95 e_homo_ha=-0.3445 e_tot_ha=-302.5134
C -0.99 -0.35 1.62 -0.6657
C 0.06 0.37 0.93 0.3685
C 0.17 -0.67 -2.46 -0.3469
H -0.36 -1.61 1.86 0.2239
H -1.94 -0.37 0.76 0.2856
H -1.21 0.37 2.78 0.2495
H 1.21 0.61 -0.85 0.3157
H 1.31 -0.38 -2.61 0.2147
H -0.62 -0.94 -3.20 0.2670
N 0.43 0.05 -0.39 0.1232
N -0.37 -0.52 -1.29 -0.4501
O 0.71 1.19 1.56 -0.5853

---

Entry 8:
56
Properties=species:S:1:pos:R:3:mulliken_charge:R:1 method="wB97M-V/def2-TZVPD" lumo_ha=0.1851 de_lowest_kcal_mol=141.06 largest_force_ev_per_a=9.47 charge=-2 e_homo_ha=-0.1499 e_tot_ha=-1377.7732
C -0.98 -0.20 -1.43 0.1466
O 0.11 0.56 -1.87 -0.4424
C -0.57 -0.84 -0.10 -0.7843
C -1.43 -0.67 1.14 1.3815
C -1.26 -1.70 2.29 -0.6463
O -0.58 -1.22 3.33 -0.5716
H -1.85 0.52 -1.36 0.1772
H -1.24 -0.97 -2.24 -0.1379
H 0.52 -0.38 0.08 -0.2762
H -0.31 -1.88 -0.20 0.7700
H -1.21 0.37 1.52 -0.8658
H -2.54 -0.69 0.84 0.2429
H -0.76 -2.57 1.80 0.3910
H -2.23 -2.03 2.79 0.2135
H -0.95 2.12 3.60 0.2504
H -0.50 -0.23 3.45 0.5052
O -0.43 1.36 3.93 -0.8385
H 2.70 -0.54 1.05 0.3476
H 2.16 0.35 2.11 0.3832
O 2.54 -0.52 2.05 -0.8097
H -2.12 -2.35 -1.28 0.2324
H -2.14 -2.96 -2.64 0.4477
O -2.37 -3.00 -1.76 -0.7024
H 1.78 2.50 2.63 0.1245
H 0.47 1.20 3.42 0.4784
O 1.32 1.73 2.25 -1.0193
H 0.83 -1.84 -3.78 0.3659
H 0.40 -2.99 -2.76 0.3468
O 0.45 -2.85 -3.70 -0.8239
H -1.36 -1.64 -4.44 0.2316
H -0.84 -2.85 -4.05 0.5488
O -1.75 -2.41 -4.20 -0.8667
H -2.83 2.80 0.18 0.3403
H -3.58 1.78 1.06 0.3910
O -3.73 2.29 0.21 -0.7312
H -2.28 2.18 3.01 0.2855
H -2.52 0.74 2.82 0.4060
O -3.08 1.53 3.01 -0.7798
H 0.92 -0.10 -2.21 0.1517
H 1.24 -0.41 -4.48 0.1832
O 1.77 -0.85 -3.85 -1.0188
H -0.60 3.54 0.72 0.5490
H -0.07 2.46 1.55 0.1490
O -0.97 2.99 1.43 -0.6282
H 1.92 2.11 0.99 0.4222
H 2.45 1.86 -0.47 0.4056
O 2.69 2.40 0.30 -0.9121
H 2.72 -0.48 -2.61 0.3237
H 4.14 -0.43 -1.94 0.2451
O 3.14 -0.44 -1.69 -0.5682
H 1.57 3.61 -0.26 0.5049
H 0.30 3.18 -0.96 0.3113
O 0.65 4.01 -0.65 -0.8501
H 4.09 -2.67 -0.02 0.2712
H 2.90 -2.45 0.98 0.3650
O 3.31 -3.02 0.40 -0.6162